Entry 1:
{
  "formula": "C4H9NP",
  "method": "ωB97M-V with the def2-TZVPD basis set",
  "elements": ["C", "C", "C", "C", "N", "P", "H", "H", "H", "H", "H", "H", "H", "H", "H"],
  "positions_angstrom": [[-0.36424, -0.59384, 1.01711], [0.89417, -0.31342, -1.37033], [0.84831, -0.57168, 0.07934], [-1.70949, 0.06104, 0.74602], [1.60144, 0.61050, -0.48026], [-1.84360, 1.46891, -0.15130], [-0.54976, -1.66714, 1.14353], [-0.02138, -0.24349, 1.99838], [1.50287, -0.93664, -2.01160], [0.01923, 0.10165, -1.85586], [1.57181, -1.30528, 0.43367], [-2.53367, -0.42315, 1.24282], [2.61845, 0.61496, -0.44517], [-3.21494, 1.66174, 0.01772], [1.18081, 1.53584, -0.36407]],
  "atomic_forces_ev_per_a": [[-0.1, 0.2, 0.2], [-0.5, -0.7, -0.5], [-0.2, -0.8, 0.1], [1.1, 0.8, -0.8], [-0.3, 1.0, 0.6], [0.3, -0.6, 0.4], [0.2, 0.1, 0.0], [0.0, -0.1, 0.0], [0.2, 0.1, 0.1], [0.1, 0.1, 0.1], [0.0, 0.2, -0.2], [-0.2, 0.0, 0.1], [-0.2, -0.1, 0.0], [-0.4, 0.1, -0.1], [0.1, -0.2, -0.1]],
  "energy_ev": -15063.8436,
  "max_force_ev_per_a": 1.58,
  "homo_lumo_gap_ev": 9.801,
  "charge": 1,
  "de_lowest_kcal_mol": 39.6,
  "spin_multiplicity": 1,
  "smiles": "[H]/P=C/C[C@H]1C[NH2+]1"
}



Entry 2:
{
  "formula": "C2H6N3OS",
  "method": "ωB97M-V with the def2-TZVPD basis set",
  "elements": ["C", "C", "N", "N", "N", "O", "S", "H", "H", "H", "H", "H", "H"],
  "positions_angstrom": [[-1.48155, 3.70546, 0.02714], [2.12863, -0.81239, 0.15064], [-1.11391, 2.61323, 0.08733], [1.78898, -1.96726, 0.20340], [-0.69547, -1.48711, -0.04378], [-0.76507, 1.48140, -0.10411], [2.45258, 0.70949, 0.01341], [-2.15738, 4.45267, -0.04673], [0.20021, -2.00759, 0.35009], [2.40224, -2.83970, -0.03089], [-1.44469, -1.42264, 0.66520], [-1.02420, -1.91561, -0.90448], [-0.29037, -0.50996, -0.36721]],
  "atomic_forces_ev_per_a": [[1.7, -2.7, 0.6], [1.4, 2.0, -0.5], [-0.9, 1.4, -1.2], [1.6, -3.6, -0.2], [1.2, 1.6, 0.0], [0.6, -1.1, 0.6], [-0.3, -1.0, 0.3], [-1.5, 2.2, 0.0], [-1.2, 0.7, -0.8], [-1.3, 2.3, 0.7], [0.4, 0.4, -0.7], [-0.2, -0.3, 0.1], [-1.5, -1.9, 1.2]],
  "energy_ev": -19514.0826,
  "max_force_ev_per_a": 3.97,
  "homo_lumo_gap_ev": 9.973,
  "charge": 1,
  "de_lowest_kcal_mol": 95.4,
  "spin_multiplicity": 1
}



Entry 3:
{
  "formula": "C31H86N9O7P3Si2",
  "method": "ωB97M-V with the def2-TZVPD basis set",
  "elements": ["C", "C", "C", "C", "Si", "O", "O", "Si", "O", "C", "C", "O", "C", "C", "C", "C", "C", "C", "C", "H", "H", "H", "H", "H", "H", "H", "H", "H", "H", "H", "H", "H", "H", "H", "H", "H", "H", "H", "H", "H", "H", "H", "H", "H", "H", "H", "H", "H", "H", "H", "H", "O", "P", "N", "C", "C", "N", "C", "C", "N", "C", "C", "H", "H", "H", "H", "H", "H", "H", "H", "H", "H", "H", "H", "H", "H", "H", "H", "H", "H", "O", "P", "N", "C", "C", "N", "C", "C", "N", "C", "C", "H", "H", "H", "H", "H", "H", "H", "H", "H", "H", "H", "H", "H", "H", "H", "H", "H", "H", "O", "P", "N", "C", "C", "N", "C", "C", "N", "C", "C", "H", "H", "H", "H", "H", "H", "H", "H", "H", "H", "H", "H", "H", "H", "H", "H", "H", "H"],
  "positions_angstrom": [[9.27403, 0.52007, 0.76907], [9.38231, -0.00486, -0.66344], [9.13201, -1.51574, -0.75109], [7.63095, -1.87798, -0.76617], [7.18720, -3.40871, -1.74272], [8.03433, -3.34568, -3.16932], [5.60370, -3.33423, -2.21591], [4.28061, -3.36008, -1.24930], [2.95744, -3.21455, -2.20376], [1.86048, -2.38994, -1.81246], [0.87356, -3.16996, -0.96868], [-0.08212, -2.26116, -0.47504], [-1.29033, -2.90869, -0.10097], [-2.25111, -1.89365, 0.48232], [7.56368, -5.02366, -0.84854], [7.64265, -6.16581, -1.88388], [8.80242, -4.94936, 0.06603], [10.17048, -4.87841, -0.62545], [10.76991, -6.24037, -1.03657], [10.12062, 0.14903, 1.35151], [9.29802, 1.60988, 0.79593], [8.35799, 0.16032, 1.24309], [8.72575, 0.53924, -1.34664], [10.40682, 0.17005, -1.00973], [9.59627, -1.98557, 0.12231], [9.63229, -1.89476, -1.64481], [7.09874, -1.05229, -1.25661], [7.23479, -1.92624, 0.25393], [8.83072, -3.87129, -3.18216], [4.23947, -4.66481, -0.54745], [4.31640, -2.28571, -0.22888], [1.37040, -2.04835, -2.72565], [2.21170, -1.50178, -1.27598], [0.38813, -3.92966, -1.59600], [1.37392, -3.70715, -0.14834], [-1.74648, -3.39819, -0.96967], [-1.07219, -3.69191, 0.63876], [-3.24421, -2.34658, 0.53554], [-1.96152, -1.58816, 1.48775], [-2.32636, -1.01730, -0.16250], [6.70968, -5.28600, -0.21178], [8.42123, -6.01916, -2.63294], [7.82660, -7.11826, -1.37832], [6.67930, -6.27013, -2.38892], [8.80118, -5.82810, 0.72315], [8.70238, -4.08759, 0.73378], [10.86494, -4.43395, 0.09256], [10.16262, -4.19401, -1.47817], [10.03117, -7.03840, -1.05267], [11.24685, -6.17540, -2.01666], [11.55426, -6.53518, -0.33712], [-2.70436, -6.13975, -1.12445], [-2.89686, -7.51831, -0.63772], [-3.06997, -8.53662, -1.94253], [-3.75483, -9.81306, -1.94992], [-2.42365, -8.16472, -3.19640], [-4.34763, -7.50407, 0.28650], [-5.57238, -8.09353, -0.23345], [-4.61373, -6.20340, 0.89769], [-1.98840, -8.44725, 0.40166], [-0.64481, -8.82805, -0.05521], [-2.03374, -8.16503, 1.84501], [-3.20333, -10.53388, -2.55885], [-4.76693, -9.72972, -2.35502], [-3.81274, -10.23240, -0.94637], [-1.34763, -8.37186, -3.18987], [-2.55958, -7.10499, -3.40564], [-2.86757, -8.72631, -4.01839], [-5.83520, -7.73416, -1.23706], [-6.39237, -7.83946, 0.44000], [-5.52141, -9.17837, -0.25157], [-5.05577, -5.48708, 0.19580], [-3.69757, -5.75724, 1.28056], [-5.29541, -6.33993, 1.74073], [-0.46366, -9.87942, 0.17779], [0.13503, -8.22237, 0.41165], [-0.55517, -8.71058, -1.13399], [-2.89492, -8.65572, 2.29441], [-2.08655, -7.09847, 2.07149], [-1.13296, -8.56043, 2.31174], [-2.31365, 2.51972, 1.26314], [-1.84151, 3.42363, 0.19760], [-0.51047, 2.74593, -0.53824], [0.53275, 3.46053, -1.24252], [-0.39343, 1.29280, -0.54610], [-1.40945, 4.90024, 0.96073], [-0.01641, 5.27467, 1.14021], [-2.18676, 5.15722, 2.16961], [-2.63998, 4.09464, -1.10158], [-3.11757, 3.16585, -2.13303], [-3.57063, 5.21569, -0.87428], [0.83598, 2.90537, -2.13424], [1.41857, 3.60947, -0.61805], [0.17932, 4.43244, -1.58494], [-1.03726, 0.82346, -1.29862], [-0.65452, 0.87157, 0.42284], [0.63453, 0.99938, -0.75997], [0.58689, 4.49262, 1.62105], [0.02443, 6.16529, 1.76977], [0.45238, 5.54788, 0.19857], [-1.81243, 4.61287, 3.04470], [-3.22689, 4.87304, 2.02627], [-2.16908, 6.22932, 2.38072], [-2.90050, 3.57378, -3.12299], [-4.19157, 2.98115, -2.05501], [-2.60887, 2.20584, -2.05541], [-3.02295, 6.15484, -0.83532], [-4.14777, 5.12330, 0.04629], [-4.27345, 5.26384, -1.70509], [-4.85220, 7.96097, 1.38612], [-5.55869, 9.20931, 1.72704], [-4.63544, 10.50495, 1.23529], [-4.67252, 11.84418, 1.78606], [-3.74017, 10.31913, 0.09893], [-5.71429, 9.22258, 3.43932], [-4.89103, 10.09882, 4.25922], [-5.77198, 7.87789, 4.00990], [-7.09678, 9.73258, 1.36612], [-7.39293, 9.98708, -0.04999], [-8.24127, 9.15192, 2.08592], [-4.58314, 12.58409, 0.98656], [-3.86093, 12.01407, 2.49874], [-5.62184, 12.03650, 2.28420], [-4.26993, 10.34529, -0.86017], [-3.21683, 9.36655, 0.16709], [-2.99088, 11.11079, 0.08871], [-3.81809, 10.01589, 4.04114], [-5.04215, 9.83549, 5.30718], [-5.18920, 11.13884, 4.16294], [-4.78361, 7.41397, 4.10422], [-6.38045, 7.21846, 3.39398], [-6.23419, 7.93178, 4.99859], [-7.95296, 10.91977, -0.14486], [-7.97289, 9.17862, -0.50055], [-6.47381, 10.09627, -0.62362], [-8.38187, 9.66225, 3.03679], [-8.12769, 8.08394, 2.28043], [-9.14146, 9.28797, 1.48861]],
  "atomic_forces_ev_per_a": [[0.0, -0.1, -0.3], [0.5, -0.2, 0.2], [-0.3, 0.2, 0.1], [0.0, 0.2, 0.0], [0.3, 0.2, -0.3], [-0.3, 0.1, 0.2], [0.1, 0.0, 0.6], [-0.1, -0.4, -0.2], [0.0, 0.3, 0.3], [0.1, 0.0, -0.2], [-0.2, -0.1, -0.1], [0.0, 0.0, 0.0], [-0.2, 0.0, 0.1], [-0.1, -0.2, -0.1], [0.2, -0.2, -0.3], [-0.3, -0.1, 0.4], [-0.1, 0.0, 0.0], [0.2, -0.2, 0.3], [0.2, 0.2, 0.0], [-0.1, 0.0, 0.1], [-0.1, 0.0, 0.1], [0.0, 0.2, 0.0], [-0.1, -0.1, 0.0], [-0.1, 0.2, 0.0], [0.2, -0.1, -0.2], [-0.1, -0.1, 0.0], [-0.1, -0.1, 0.0], [0.0, 0.0, 0.0], [0.2, -0.1, -0.1], [0.0, 0.0, 0.0], [0.0, 0.1, -0.1], [0.0, 0.0, 0.0], [-0.1, -0.1, 0.1], [0.1, 0.0, 0.0], [0.1, 0.1, 0.0], [0.1, 0.0, 0.0], [0.0, 0.0, -0.1], [0.0, 0.0, 0.1], [0.0, 0.1, -0.1], [0.1, 0.0, 0.1], [0.0, 0.3, 0.0], [0.0, 0.0, 0.0], [0.1, 0.0, -0.1], [0.1, 0.1, -0.2], [0.0, 0.0, 0.0], [0.0, 0.0, 0.0], [0.0, 0.2, -0.1], [-0.1, 0.0, 0.0], [0.0, 0.0, -0.1], [-0.1, -0.1, 0.0], [-0.1, -0.1, 0.0], [1.6, 0.1, 0.2], [-2.9, -0.9, 0.0], [0.1, 0.2, -0.2], [0.4, -0.3, 0.2], [-0.2, 0.3, -0.2], [0.2, 0.0, -0.1], [0.0, -0.1, 0.0], [0.0, 0.1, 0.1], [1.1, 0.7, 0.1], [-0.1, -0.1, -0.1], [-0.2, -0.2, 0.0], [0.0, 0.0, 0.0], [0.0, 0.0, 0.0], [0.0, 0.0, 0.0], [0.0, -0.1, 0.0], [0.0, 0.0, 0.1], [0.0, 0.0, 0.0], [0.0, 0.0, 0.0], [0.0, 0.1, 0.0], [0.0, 0.0, 0.0], [0.0, 0.0, 0.0], [0.0, 0.0, 0.0], [0.0, 0.0, 0.0], [0.1, 0.0, 0.1], [0.0, 0.0, 0.0], [0.0, 0.0, 0.0], [0.0, 0.1, 0.0], [0.1, 0.0, 0.0], [0.0, 0.0, 0.0], [-1.2, -0.6, -0.8], [2.2, 1.7, 0.7], [0.0, -0.2, 0.1], [-0.2, 0.0, -0.4], [0.1, -0.2, 0.3], [0.0, -0.2, -0.1], [0.0, 0.0, 0.0], [-0.1, 0.1, 0.1], [-1.1, -0.7, 0.0], [0.2, 0.0, 0.0], [0.2, 0.1, 0.0], [0.0, 0.0, 0.0], [0.0, 0.0, 0.0], [0.0, 0.0, 0.0], [0.1, 0.0, -0.1], [-0.1, 0.0, 0.0], [0.0, 0.1, 0.0], [0.0, 0.0, 0.0], [0.0, 0.0, 0.0], [0.0, 0.0, 0.0], [0.0, 0.0, 0.0], [0.0, 0.0, 0.0], [0.0, 0.0, 0.0], [-0.1, 0.0, 0.0], [0.0, 0.0, 0.0], [0.0, 0.0, 0.0], [0.0, 0.0, 0.1], [0.0, 0.0, 0.0], [0.0, 0.0, 0.0], [-0.8, -0.4, -1.3], [1.0, 1.3, 2.5], [0.2, -0.2, -0.2], [-0.4, 0.2, -0.3], [0.3, -0.2, 0.1], [0.0, 0.0, -0.2], [0.0, 0.1, 0.0], [0.0, -0.1, 0.0], [-0.4, -0.9, -0.9], [0.1, 0.1, 0.0], [0.1, 0.2, 0.2], [0.0, 0.0, 0.0], [0.0, 0.0, 0.0], [0.0, -0.1, 0.0], [0.0, 0.1, 0.0], [-0.1, 0.0, 0.0], [0.0, 0.0, 0.1], [0.0, 0.0, 0.0], [0.0, -0.1, 0.0], [0.0, 0.0, 0.0], [0.0, 0.0, 0.0], [0.0, 0.0, 0.0], [0.0, 0.0, 0.0], [-0.1, 0.0, 0.0], [0.0, 0.0, 0.0], [0.0, 0.0, 0.0], [0.0, 0.0, 0.0], [0.0, 0.0, -0.1], [0.0, 0.0, 0.0]],
  "energy_ev": -104914.8949,
  "max_force_ev_per_a": 3.00,
  "homo_lumo_gap_ev": 8.781,
  "spin_multiplicity": 1
}



Entry 4:
{
  "formula": "C3H9N2",
  "method": "ωB97M-V with the def2-TZVPD basis set",
  "elements": ["C", "C", "N", "C", "N", "H", "H", "H", "H", "H", "H", "H", "H", "H"],
  "positions_angstrom": [[0.23589, -1.72858, -0.76386], [-0.52047, -0.37509, -1.14854], [0.23184, 1.65496, 1.85317], [-0.19283, 0.78711, 0.96404], [-0.14034, 0.91174, -0.41423], [1.25035, -1.54656, -0.58823], [-0.01095, -2.31991, 0.11759], [0.13276, -2.28542, -1.68522], [-0.16174, -0.22366, -2.13904], [-1.59613, -0.52306, -1.04038], [0.70087, 2.69417, 1.63262], [0.27882, 1.47044, 2.76591], [-0.42739, -0.25132, 1.28971], [0.21932, 1.73519, -0.84356]],
  "atomic_forces_ev_per_a": [[-1.2, 1.4, -0.1], [0.9, -0.5, 1.2], [1.3, 4.7, -5.1], [1.5, -0.1, -3.1], [-0.9, -2.6, 4.5], [1.8, 0.6, -0.3], [-1.0, 0.2, -0.1], [0.0, -0.6, 0.1], [-0.5, 0.4, -0.9], [0.1, 0.3, -0.5], [-1.9, -3.8, 0.3], [-0.1, -1.3, 4.3], [-0.2, 1.1, 0.1], [0.1, 0.4, -0.5]],
  "energy_ev": -6229.7137,
  "max_force_ev_per_a": 7.08,
  "homo_lumo_gap_ev": 11.166,
  "charge": 1,
  "de_lowest_kcal_mol": 30.8,
  "spin_multiplicity": 1,
  "smiles": "CC/[NH+]=C/N"
}